Computed, not measured: an isolated molecule of C2H5N3O2S in a non-equilibrium geometry, with ωB97M-V/def2-TZVPD.

Each line ends with the Mulliken charge.
CARTESIAN COORDINATES (ANGSTROEM)
C1 -0.39845 -0.00286 -1.06418  0.36
C2 -0.28060 0.63176 1.36393  0.17
H1 -1.40020 -2.00355 0.66756  0.28
H2 0.12196 -1.73702 0.99856  0.38
H3 -0.21441 -2.10519 -1.72770  0.23
H4 -0.98811 0.98848 2.28530  0.29
H5 2.19297 0.12049 3.18533  0.36
N1 -0.49509 -2.18238 0.22306  -0.73
N2 -0.44378 -1.41331 -1.03149  0.04
N3 0.97183 0.26563 1.53393  -0.29
O1 -0.89462 0.61747 0.11125  -0.27
O2 1.23852 0.61292 2.83675  -0.44
S1 0.08626 0.90192 -2.24188  -0.37

Computed properties:
Energy relative to the best compared isomer or geometry (same formula, charge and spin) (kcal per mole): 116.2
SMILES: NNC(=S)O/C=N/O
Orbital gap (Eh): 0.347

=====

Computed, not measured: a cluster of 10 separate species, C27H79N11O10 in total in a non-equilibrium geometry, with ωB97M-V/def2-TZVPD.

Each line ends with the Mulliken charge.
CARTESIAN COORDINATES (ANGSTROEM)
C1 0.86122 -0.06884 1.38979  -1.00
C2 0.51330 -0.56798 -0.05958  0.64
O1 1.76950 -0.69206 -0.72937  0.65
H1 1.09842 -0.91041 2.04064  -0.01
H2 0.05322 0.54272 1.79130  0.34
H3 1.74601 0.56755 1.37389  0.28
H4 0.13540 0.22366 -0.70658  -0.58
H5 0.07317 -1.56469 -0.09037  0.30
H6 2.18120 0.16740 -0.84524  -0.36
C3 0.83563 4.26077 3.22745  -1.13
C4 1.48445 2.97326 3.81777  0.32
O2 2.46974 2.62644 2.93976  -0.50
H7 0.11966 4.78714 3.85867  0.45
H8 0.33394 3.97780 2.30207  -0.06
H9 1.44461 5.11673 2.93664  0.35
H10 0.70355 2.23418 3.99682  0.01
H11 1.84856 3.32126 4.78442  0.33
H12 2.97639 1.95431 3.40145  0.18
C5 4.58147 -3.02220 -1.48916  0.73
O3 4.87130 -4.16911 -1.42969  -0.70
N1 3.91539 -2.41172 -0.54208  -0.04
N2 4.94234 -2.15539 -2.39213  -0.33
H13 3.79993 -1.41855 -0.68485  -0.12
H14 3.58936 -2.90808 0.27487  0.05
H15 5.57993 -2.43599 -3.12346  0.22
H16 4.86950 -1.16119 -2.22980  0.09
C6 3.28056 2.08709 -2.26782  0.70
O4 3.99119 1.65662 -3.14266  -0.74
N3 2.29156 2.93108 -2.46805  -0.16
N4 3.45802 1.95551 -1.01866  -0.26
H17 2.29794 3.33591 -3.39335  0.20
H18 1.74537 3.35051 -1.72924  0.36
H19 4.40562 1.91702 -0.67133  0.17
H20 2.66860 2.18939 -0.43365  -0.07
C7 0.23783 -3.99996 -2.94493  0.66
O5 -0.42480 -4.72383 -3.68536  -0.69
N5 1.17241 -3.17973 -3.41972  -0.26
N6 0.06567 -3.78472 -1.65035  -0.13
H21 1.41539 -2.41294 -2.80890  -0.04
H22 1.37449 -3.19582 -4.40917  0.24
H23 -0.57217 -4.27253 -1.03773  0.20
H24 0.68814 -3.05447 -1.33513  -0.07
C8 -3.92485 -0.74533 4.26066  -1.57
C9 -2.50486 -0.77114 4.25204  0.46
C10 -1.80235 -1.68101 5.29746  -0.86
O6 -0.41821 -1.38310 5.11050  -0.07
C11 0.32566 -2.08163 6.03494  -0.72
N7 -2.12456 -1.42539 2.95614  -0.31
H25 -4.18627 -0.07796 3.43944  0.36
H26 -4.24793 -0.37748 5.23451  0.40
H27 -4.38296 -1.72863 4.15422  0.34
H28 -2.03605 0.20956 4.33311  0.13
H29 -1.89246 -2.73460 5.03301  0.38
H30 -2.15537 -1.47158 6.30722  0.49
H31 0.01850 -1.84939 7.05465  0.38
H32 1.38984 -1.84644 6.01712  -0.01
H33 0.26826 -3.17010 6.02963  0.38
H34 -2.60909 -2.31118 2.98267  0.26
H35 -1.13513 -1.62433 2.91639  0.06
C12 -5.38214 -2.05410 0.08904  -1.50
C13 -3.99960 -1.93816 -0.43039  0.91
C14 -3.97383 -2.15459 -2.00993  -0.06
O7 -4.17527 -3.50558 -2.44747  -0.40
C15 -3.75528 -3.73793 -3.77341  -0.48
N8 -3.49759 -0.57634 -0.16088  -0.77
H36 -5.76374 -3.07434 0.04910  0.34
H37 -6.16165 -1.49113 -0.42431  0.34
H38 -5.30419 -1.75181 1.13339  0.37
H39 -3.27877 -2.61367 0.03024  0.18
H40 -3.01369 -1.87311 -2.44234  -0.33
H41 -4.69749 -1.50685 -2.50476  0.31
H42 -4.24573 -4.68152 -4.01259  0.27
H43 -2.67486 -3.72771 -3.91726  0.16
H44 -4.17595 -2.93934 -4.38446  0.31
H45 -3.59847 -0.50735 0.84170  0.18
H46 -2.49449 -0.54846 -0.27533  0.21
C16 -1.80061 4.07558 0.14084  -1.73
C17 -0.89945 3.50837 -0.93811  1.55
C18 -1.37078 4.13009 -2.29989  -1.02
O8 -2.78491 3.75399 -2.50747  -0.31
C19 -3.39992 4.47616 -3.62862  -0.88
N9 0.41621 3.83646 -0.54740  -0.39
H47 -1.68061 3.52367 1.07310  0.37
H48 -2.85089 3.96174 -0.12759  0.44
H49 -1.66764 5.14915 0.27447  0.41
H50 -1.00465 2.44369 -1.14666  -0.35
H51 -0.82758 3.58453 -3.07151  0.29
H52 -1.05422 5.17140 -2.35937  0.48
H53 -2.77970 4.30691 -4.50884  0.32
H54 -3.48784 5.54763 -3.44876  0.33
H55 -4.39464 4.17413 -3.95633  0.31
H56 0.54231 3.43185 0.36938  -0.39
H57 0.51491 4.77757 -0.19431  0.31
C20 5.10720 -0.10839 2.49507  -0.72
C21 5.09648 -1.08954 3.69839  0.27
C22 3.74942 -1.00517 4.51927  -0.68
O9 3.48060 0.39168 4.97522  -0.09
C23 4.05020 0.91847 6.14100  -1.00
N10 5.46674 -2.43732 3.11720  -0.65
H58 4.30819 -0.48044 1.85377  -0.08
H59 6.05034 -0.04676 1.95214  0.39
H60 4.74164 0.88056 2.77152  0.24
H61 6.02218 -0.89323 4.23937  0.31
H62 3.88856 -1.62618 5.40419  0.43
H63 2.86692 -1.45406 4.06343  0.13
H64 3.32490 1.56177 6.63921  0.30
H65 5.06740 1.29470 6.03207  0.32
H66 4.10279 0.13787 6.89994  0.38
H67 4.67550 -2.71927 2.55635  0.18
H68 5.60223 -3.13999 3.82993  0.28
C24 -0.51428 0.59748 -4.12968  -0.91
C25 -1.58140 -0.27443 -4.82287  1.18
C26 -1.94416 0.14822 -6.25884  -1.01
O10 -2.54274 1.41842 -6.19664  -0.36
C27 -3.88024 1.35634 -5.81632  -0.66
N11 -1.12896 -1.65136 -4.94277  -0.43
H69 -0.93325 1.52449 -3.73826  -0.03
H70 0.29310 0.80883 -4.83081  0.50
H71 0.00246 0.09906 -3.30954  0.07
H72 -2.48970 -0.25132 -4.22075  -0.25
H73 -2.60953 -0.58409 -6.71611  0.39
H74 -1.07146 0.22762 -6.90707  0.34
H75 -4.18528 2.38164 -6.02564  0.20
H76 -3.96706 1.04846 -4.77432  0.29
H77 -4.50185 0.73568 -6.46167  0.34
H78 -0.14702 -1.65789 -5.17902  0.28
H79 -1.15234 -2.27920 -4.15197  -0.08

Computed properties:
Energy relative to the best compared isomer or geometry (same formula, charge and spin) (kcal per mole): 86.0
SMILES: COC[C@H](C)N.COC[C@H](C)N.COC[C@H](C)N.COC[C@H](C)N.COC[C@H](C)N.NC(N)=O.NC(N)=O.NC(N)=O.CCO.CCO
Orbital gap (Eh): 0.327

=====

Computed, not measured: a structure of composition C23H32MnNO6SSi2 in a non-equilibrium geometry, with ωB97M-V/def2-TZVPD.

Each line ends with the Mulliken charge.
CARTESIAN COORDINATES (ANGSTROEM)
Mn1 -0.14679 -0.98340 -0.24469  0.84
C1 -0.39119 5.95135 -0.51483  -0.80
O1 -0.30465 5.61913 0.85579  -0.46
C2 -0.20329 4.31637 1.18074  1.12
C3 -0.06073 4.04218 2.55497  -1.09
C4 0.04428 2.74703 2.97252  -1.10
C5 0.05783 1.66460 2.06969  0.56
C6 0.19764 0.30038 2.51721  0.54
C7 -0.15777 -0.09316 3.92158  -1.47
O2 0.60966 -0.59951 1.75873  -0.26
C8 -0.07150 1.94191 0.66785  0.02
O3 -0.07454 1.02817 -0.24207  -0.32
C9 -0.23042 3.28797 0.26700  -0.58
H1 -0.37632 7.03673 -0.55899  0.24
H2 -1.31874 5.58373 -0.96102  0.32
H3 0.45648 5.55322 -1.07801  0.33
H4 -0.03036 4.87015 3.25012  0.43
H5 0.16612 2.55656 4.03045  0.38
H6 -0.47567 0.74439 4.53320  0.48
H7 0.67902 -0.61169 4.39123  0.29
H8 -0.99420 -0.78662 3.82959  0.22
H9 -0.35539 3.46489 -0.79324  0.35
C10 3.59186 -1.56608 1.35732  -1.02
Si1 2.55654 -2.56052 0.13627  0.48
C11 3.64798 -3.74466 -0.85380  -1.14
C12 1.20108 -3.55431 1.03395  -1.10
C13 1.61910 -1.42582 -1.07426  0.23
Si2 2.50530 -0.11356 -2.12172  0.25
C14 3.56896 -0.99975 -3.41500  -1.15
C15 1.20012 0.91348 -3.03045  -0.86
C16 3.61867 0.95695 -1.03903  -1.04
H10 3.80758 -2.14323 2.25821  0.42
H11 3.03269 -0.67620 1.64892  0.16
H12 4.54293 -1.24968 0.92604  0.33
H13 4.24716 -4.37394 -0.19272  0.36
H14 4.33447 -3.19545 -1.49945  0.25
H15 3.04633 -4.40052 -1.48632  0.31
H16 1.40115 -4.62602 1.06459  0.53
H17 0.23305 -3.42893 0.53269  0.27
H18 1.07941 -3.20069 2.05753  0.25
H19 1.09995 -2.10183 -1.79061  0.41
H20 2.95732 -1.60089 -4.09087  0.31
H21 4.30457 -1.65629 -2.94871  0.28
H22 4.11306 -0.26985 -4.01839  0.34
H23 0.22829 0.42534 -2.94961  0.15
H24 1.43240 1.04272 -4.08914  0.49
H25 1.10310 1.90050 -2.57755  0.14
H26 4.53729 0.43206 -0.77038  0.30
H27 3.09853 1.23381 -0.11953  0.26
H28 3.90184 1.87437 -1.55859  0.41
O4 -3.10698 -0.81990 2.42085  -0.68
C17 -3.12115 -1.10343 1.24314  0.33
N1 -2.04076 -1.43648 0.47439  -0.29
S1 -2.48332 -1.92469 -1.00255  1.25
O5 -1.63974 -1.17895 -1.94291  -0.63
O6 -2.40892 -3.35106 -1.14977  -0.69
C18 -4.17487 -1.40560 -0.91508  0.39
C19 -5.18883 -1.39058 -1.84849  -0.68
C20 -6.45036 -1.01181 -1.40627  -0.49
C21 -6.67131 -0.67752 -0.07366  -0.49
C22 -5.63724 -0.70154 0.85277  -0.50
C23 -4.37914 -1.06890 0.41263  0.06
H29 -5.00766 -1.65007 -2.88283  0.47
H30 -7.26901 -0.97794 -2.11260  0.39
H31 -7.66466 -0.38532 0.24119  0.39
H32 -5.78631 -0.44154 1.89199  0.50

Computed properties:
Spin multiplicity: 5
⟨S²⟩: 6.3901
Orbital gap (spin up / spin down) (Eh): 0.226 / 0.295

=====

| no. | E (a.u.) |
| --- | --- |
| 1 | -791.98009 |
| 2 | -2430.66634 |
| 3 | -3530.07719 |